{"formula": "C6H14O", "method": "ωB97M-V/def2-TZVPD", "smiles": "CC[C@@H](C)CCO", "homo_energy_ev": -10.336, "relative_energy_kcal_mol": 16.7, "energy_ha": -312.22841, "species": ["C", "O", "C", "C", "C", "C", "C", "H", "H", "H", "H", "H", "H", "H", "H", "H", "H", "H", "H", "H", "H"], "xyz": [[-1.907, 0.333, -0.322], [-3.188, -0.300, -0.284], [-0.784, -0.666, -0.053], [0.663, -0.289, -0.321], [1.574, -1.404, 0.244], [1.013, 1.029, 0.394], [2.501, 1.386, 0.292], [-1.946, 1.093, 0.471], [-1.744, 0.928, -1.227], [-3.001, -1.133, -0.730], [-0.707, -0.928, 1.018], [-1.067, -1.609, -0.547], [0.894, -0.158, -1.392], [1.725, -1.317, 1.320], [2.523, -1.512, -0.269], [1.038, -2.353, 0.089], [0.725, 0.918, 1.443], [0.377, 1.847, 0.042], [2.687, 1.757, -0.719], [3.190, 0.554, 0.406], [2.860, 2.158, 0.983]]}